# 1
Molecular formula: C23H16O5ReSb
Method: DFT, ωB97M-V/def2-TZVPD

The HOMO energy (alpha / beta) is -0.6343 / -0.6340 Ha. As for the total charge: +3. As for the expectation value of S²: 3.81. The HOMO-LUMO gap (alpha / beta) comes out at 0.15185 / 0.13400 Eh. For the relative energy (zero: lowest compared OMol25 entry of this formula, charge and spin), the calculation gives 24.7 kcal per mole. As for the spin multiplicity: 4.

XYZ file:
```
46
Properties=species:S:1:pos:R:3:nbo_charge:R:1
C 0.97 -2.45 1.62 -0.0542
C 6.26 -1.95 -2.31 0.6403
C -0.27 -0.79 2.87 0.0290
H -3.29 3.92 0.79 0.2562
O 7.21 -2.58 -2.42 -0.3020
C -1.87 2.32 0.49 -0.2771
H 0.66 4.57 2.42 0.2520
C 0.75 2.14 -2.32 0.5410
C -3.15 -0.80 -3.05 -0.1733
O 4.29 1.77 -3.77 -0.3223
H -2.59 1.70 -0.06 0.2405
C -0.21 -1.61 4.01 -0.0848
O 0.00 2.98 -2.64 -0.2913
C -3.93 -1.78 -2.43 -0.1494
C -0.56 1.89 0.71 -0.2752
O 3.92 0.86 0.67 -0.3216
C 0.30 -1.22 1.68 -0.3856
H -0.68 -1.27 4.94 0.2783
H 4.66 -0.97 -2.08 0.2422
C -1.37 4.39 1.67 -0.1412
Sb 0.12 -0.01 -0.13 1.2174
H -4.83 -2.16 -2.93 0.2597
C -3.56 -2.28 -1.18 -0.1739
H -2.12 -2.19 0.44 0.2102
H 0.47 -3.50 4.84 0.2866
O 1.84 -2.06 -3.19 -0.3118
H 1.38 2.36 1.55 0.2069
H -3.42 -0.40 -4.03 0.2543
C -2.27 3.58 0.97 -0.1711
C 3.46 1.39 -3.05 0.5325
C 1.03 -3.26 2.75 0.0418
H 1.44 -2.78 0.69 0.2295
C -0.06 3.94 1.88 -0.1879
C 1.91 -1.02 -2.67 0.4789
C 0.35 2.69 1.40 -0.2972
H -1.68 5.37 2.04 0.2584
H -0.77 0.18 2.93 0.2659
C 0.43 -2.85 3.95 -0.2038
H -4.16 -3.05 -0.69 0.2524
H -1.41 0.48 -2.89 0.2067
C -2.01 -0.30 -2.40 -0.2817
H 1.54 -4.23 2.70 0.2642
C -2.40 -1.80 -0.54 -0.2736
C -1.64 -0.80 -1.15 -0.2378
Re 2.06 0.73 -1.83 0.0106
C 3.21 0.81 -0.25 0.4616
```

***

# 2
Molecular formula: C25H51AlO19
Method: DFT, ωB97M-V/def2-TZVPD

The HOMO energy is -0.5058 Ha. As for the total charge: +2. The HOMO-LUMO gap comes out at 0.05265 Eh. For the relative energy (zero: lowest compared OMol25 entry of this formula, charge and spin), the calculation gives 112.6 kcal per mole.

XYZ file:
```
96
Properties=species:S:1:pos:R:3:lowdin_charge:R:1
O 1.16 -9.55 -0.61 0.0734
H 2.08 1.34 0.31 0.1161
H -0.28 0.98 -5.88 0.1079
H 1.14 -3.83 6.18 0.1339
O 0.03 1.03 0.15 0.1333
O 9.53 3.27 0.92 0.1010
H 4.49 1.32 4.62 0.0939
C 1.27 -3.15 5.34 -0.1927
H -6.00 7.33 7.35 0.0848
H 1.05 1.95 -5.72 0.1108
H 0.76 -0.34 -7.93 0.0766
H 6.73 3.07 -2.78 0.0765
C -10.14 0.41 -4.86 -0.0623
C 8.06 2.36 -1.39 -0.2472
H -10.84 -0.10 -4.21 0.0784
H -7.12 6.16 5.55 0.1211
C -6.99 -0.62 -3.29 -0.5192
O -5.95 4.70 6.65 0.0173
H -8.97 1.16 -3.22 0.1231
H 7.55 2.65 -0.48 0.1228
H 13.19 3.58 0.32 0.1018
H 7.92 4.37 -2.27 0.0889
H 7.78 1.38 -1.77 0.1248
C -6.78 6.63 7.66 -0.0600
H 2.87 -5.84 -0.72 0.0933
O -1.33 3.39 -6.13 0.1114
O 11.37 2.69 -0.32 0.0166
H -7.69 7.19 7.86 0.0808
H -1.94 3.40 6.57 0.0921
O 4.16 -2.53 5.38 0.1560
C -0.94 -10.40 0.43 -0.0374
O -4.76 5.23 4.71 0.0427
H 1.61 -0.23 0.70 0.1689
C 1.34 0.59 0.04 -0.0650
H -2.87 4.80 -7.75 0.0974
H 1.10 -11.27 0.54 0.1345
H -4.83 -1.41 -1.88 0.0815
H -0.66 -2.24 5.31 0.0856
C 10.06 2.74 -0.10 -0.4860
H 8.32 3.04 -3.40 0.0876
H 2.66 -6.18 0.99 0.0912
H 2.22 0.61 -7.73 0.0762
C -4.86 4.80 5.89 -0.5194
C -5.57 -2.19 -2.06 -0.0488
H 0.43 -11.32 -0.96 0.1311
C -8.79 0.69 -4.19 -0.1838
H -5.01 -3.06 -2.42 0.0892
H 1.93 -3.63 4.63 0.1193
C 1.58 -8.60 0.23 -0.5156
H 1.61 -0.56 -6.50 0.0654
O 9.46 2.29 -1.24 0.0336
O -8.19 -0.60 -3.89 0.0279
H -1.60 5.75 -7.36 0.0889
C 3.28 -1.67 5.45 -0.5193
H 12.53 2.18 1.33 0.1049
H -1.41 -11.31 0.81 0.0844
C 0.49 -10.64 -0.11 -0.2412
C -2.58 3.97 5.90 -0.0305
H -1.92 5.69 -9.06 0.1066
H -7.92 5.07 6.61 0.1242
H -0.48 -3.89 4.49 0.0924
O 1.96 -1.91 5.64 0.0352
C 4.58 0.24 4.75 -0.0372
O -0.97 4.01 -8.24 0.0314
H -6.58 6.16 8.63 0.0891
C 12.32 3.02 0.68 -0.0285
O 3.43 -0.34 5.35 0.0104
H 4.76 -0.11 3.73 0.0958
H -2.07 4.91 5.74 0.0893
H -2.76 3.52 4.92 0.0811
O 2.34 -7.75 -0.48 0.0110
O -6.67 -1.92 -2.95 -0.0150
O 1.48 -8.49 1.45 0.1549
C -1.90 5.07 -8.16 -0.0384
H -8.14 1.29 -4.82 0.1225
H -10.64 1.32 -5.19 0.0786
O -6.20 0.34 -3.16 0.0578
H 4.06 -6.87 0.16 0.1029
C -0.07 -2.89 4.67 -0.0563
O -3.92 4.01 6.51 -0.0221
C -0.80 3.24 -7.20 -0.5739
H -1.60 -10.07 -0.37 0.0774
C 1.34 0.23 -7.20 -0.0517
H -0.91 -9.61 1.18 0.0711
C 7.76 3.31 -2.51 -0.0694
C 3.00 -6.60 0.05 -0.0301
O 0.12 2.25 -7.55 0.0069
C 0.54 1.37 -6.49 -0.2147
H 1.44 0.22 -0.98 0.1371
Al -3.64 4.86 -0.97 0.9958
H 11.95 3.82 1.32 0.0890
H -6.03 -2.52 -1.13 0.0916
H 5.45 0.12 5.39 0.1068
C -7.02 5.68 6.52 -0.1895
H 0.19 -2.33 3.77 0.0691
H -10.10 -0.23 -5.74 0.0798
```

***

# 3
Molecular formula: H25O16S
Method: DFT, ωB97M-V/def2-TZVPD

The HOMO energy is -0.2546 Ha. As for the total charge: -1. The HOMO-LUMO gap comes out at 0.28004 Eh. For the relative energy (zero: lowest compared OMol25 entry of this formula, charge and spin), the calculation gives 30.9 kcal per mole.

XYZ file:
```
42
Properties=species:S:1:pos:R:3:nbo_charge:R:1
H 2.09 -0.87 -1.47 0.4803
O -1.00 0.36 1.27 -1.0859
O -3.72 0.56 1.12 -0.9852
H -2.33 0.69 -1.43 0.4974
H 0.71 -2.79 -0.40 0.5958
H 2.66 1.24 2.14 0.4695
O -1.72 2.98 1.56 -0.9405
H -2.94 0.24 1.51 0.4910
H -1.61 2.02 1.36 0.4861
O -0.68 -0.04 -1.07 -1.1087
H 2.19 0.17 3.15 0.4827
H 0.22 2.57 -2.00 0.4669
H -0.18 1.14 -1.98 0.4722
H 2.94 1.40 -2.42 0.4584
O -1.75 -3.16 1.17 -1.0039
O 0.09 1.84 -2.57 -0.9840
O -0.91 -1.28 -3.40 -0.9584
H -1.00 -0.71 -2.56 0.4931
O 2.49 -1.67 -1.52 -0.9325
H 2.22 -1.95 -2.44 0.4546
H 0.84 -4.18 0.42 0.5456
H -1.01 -2.65 1.03 0.4932
O 2.88 0.40 2.50 -0.9985
O 2.92 1.75 -1.55 -0.9790
H -0.09 -1.04 -3.56 0.4371
H 1.45 2.53 1.96 0.4726
H -3.74 0.64 0.23 0.4756
O -3.17 1.14 -1.55 -0.9675
H -3.15 1.99 -1.10 0.4667
H -1.98 3.12 0.76 0.4294
H -2.48 -3.17 0.52 0.4870
O 0.21 0.25 3.53 -0.9786
H 2.44 1.13 -0.92 0.4926
H 2.12 1.96 0.73 0.4879
H -0.49 0.38 2.85 0.5017
H -0.08 -0.70 3.63 0.4540
O 2.24 2.67 1.32 -0.9414
O 0.69 -3.81 -0.52 -0.7930
S -0.11 -0.08 0.16 2.7326
O 0.08 -1.52 0.38 -1.1298
H 1.55 -4.31 -0.86 0.5463
O 1.14 0.74 0.03 -1.0836
```

***

# 4
Molecular formula: C19H27NOPSSn
Method: DFT, ωB97M-V/def2-TZVPD

The HOMO energy (alpha / beta) is -0.1937 / -0.2899 Ha. As for the total charge: 0. As for the expectation value of S²: 0.75. The HOMO-LUMO gap (alpha / beta) comes out at 0.21200 / 0.30168 Eh. As for the spin multiplicity: 2.

XYZ file:
```
51
Properties=species:S:1:pos:R:3:nbo_charge:R:1
H 0.04 2.12 2.65 0.2056
H -4.02 2.49 -3.41 0.2126
C -2.05 -0.68 -2.46 -0.1336
C 2.87 -2.79 3.76 -0.2276
H 3.24 1.33 -1.56 0.2116
C -2.11 1.56 1.09 -0.6196
C 1.87 -2.88 2.78 0.0365
C -2.44 1.66 -2.22 -0.2057
H 2.27 -0.01 -3.31 0.2102
H -1.01 3.58 -0.58 0.2030
C -3.08 -0.76 -3.40 -0.2322
C -0.66 1.78 0.64 -0.3275
H -0.75 3.86 1.14 0.2112
H 1.31 1.49 1.59 0.2142
H 2.29 2.12 -0.31 0.2047
C -0.44 3.25 0.29 -0.6120
H 1.74 2.37 -3.32 0.2095
C 1.13 1.00 -1.79 -0.3172
H 0.10 -5.37 4.01 0.2370
C 0.24 1.42 1.83 -0.6181
O -0.05 -3.99 2.06 -0.6488
H 0.01 2.08 -3.31 0.2188
H 3.63 -2.04 3.63 0.2356
H -3.32 -1.71 -3.85 0.2159
H 1.85 -5.29 5.81 0.2315
P -0.31 0.48 -0.68 0.8850
H 0.05 0.41 2.19 0.2302
C 0.91 -4.67 4.01 0.0293
H 2.54 0.37 -0.25 0.2257
C 1.88 -4.60 4.97 -0.2644
H 3.67 -3.56 5.58 0.2247
C -3.79 0.38 -3.74 -0.2036
H -2.83 1.90 0.36 0.2144
C 2.37 1.22 -0.91 -0.6198
H -1.51 -1.58 -2.20 0.2140
H 0.62 3.47 0.10 0.2079
C 2.89 -3.64 4.84 -0.1716
C 0.88 2.22 -2.67 -0.6227
N 0.92 -3.83 2.95 0.0221
H 1.57 -1.12 -2.12 0.2242
H -2.20 2.62 -1.79 0.2080
C 1.39 -0.21 -2.70 -0.6208
H 0.55 -0.39 -3.37 0.2166
C -1.71 0.53 -1.86 -0.3860
C -3.47 1.59 -3.15 -0.2047
H -2.30 0.50 1.30 0.2286
H -2.27 2.12 2.02 0.2096
Sn -0.48 -2.45 0.45 0.4712
S 1.84 -1.83 1.42 -0.2573
H -4.60 0.32 -4.46 0.2143
H 0.74 3.14 -2.09 0.2098
```

***

# 5
Molecular formula: C12H27ClIN2OP2V
Method: DFT, ωB97M-V/def2-TZVPD

The HOMO energy (alpha / beta) is -0.5653 / -0.5650 Ha. As for the total charge: +2. As for the expectation value of S²: 2.05. The HOMO-LUMO gap (alpha / beta) comes out at 0.22605 / 0.20799 Eh. For the relative energy (zero: lowest compared OMol25 entry of this formula, charge and spin), the calculation gives 0.0 kcal per mole. As for the spin multiplicity: 3.

XYZ file:
```
47
Properties=species:S:1:pos:R:3:nbo_charge:R:1
C 3.30 -0.37 -1.80 -0.9393
H -2.82 -0.19 2.01 0.2666
H 2.60 -3.28 -0.53 0.2679
H 3.08 1.20 0.80 0.2526
C 0.10 0.37 -3.25 -0.7321
H -4.25 -0.06 0.94 0.2700
I -0.03 -2.72 1.65 0.0755
C -1.19 3.07 0.63 -0.6702
H -0.80 -0.21 -3.50 0.2835
H -2.05 3.51 1.14 0.2621
H -0.53 3.88 0.32 0.2700
H -4.09 -2.53 -0.30 0.2649
C 3.18 -2.54 0.03 -0.9337
N -0.02 0.91 1.42 -0.6133
H -2.96 1.19 0.89 0.2424
C -3.17 0.12 1.02 -0.9349
H 3.05 0.68 -2.03 0.2466
C 0.50 1.67 3.48 -0.0411
H 2.98 -1.02 -2.62 0.2572
H 0.10 1.31 -3.83 0.2806
H 0.96 -0.38 2.83 0.2477
H -2.98 -2.78 1.09 0.2667
H 3.07 -0.13 1.99 0.2578
V 0.03 -0.70 -0.11 0.6429
C 0.20 0.71 -1.78 0.4297
N -0.14 2.66 2.76 -0.4783
H -2.86 0.70 -2.03 0.2424
H 3.11 -2.79 1.10 0.2647
P -2.33 -0.87 -0.25 0.9697
C 3.35 0.15 0.97 -0.9368
H 4.44 0.03 0.82 0.2693
C 0.56 0.60 2.64 -0.0930
Cl 0.07 -2.35 -1.73 -0.2585
O 0.63 1.78 -1.33 -0.3172
H -2.47 -3.27 -0.54 0.2703
H 4.39 -0.47 -1.64 0.2723
C -0.46 2.17 1.54 0.4361
H 0.98 -0.24 -3.55 0.3043
H -1.55 2.53 -0.26 0.2264
H -0.35 3.60 3.08 0.4526
C -3.13 -0.34 -1.79 -0.9438
P 2.48 -0.88 -0.25 0.9639
C -3.04 -2.53 0.02 -0.9302
H 4.22 -2.55 -0.30 0.2650
H 0.84 1.77 4.50 0.2643
H -2.81 -0.99 -2.62 0.2634
H -4.21 -0.43 -1.65 0.2731
```

***

# 6
Molecular formula: ClH12HfO6
Method: DFT, ωB97M-V/def2-TZVPD

The HOMO energy is -0.7543 Ha. As for the total charge: +3. The HOMO-LUMO gap comes out at 0.11970 Eh. For the relative energy (zero: lowest compared OMol25 entry of this formula, charge and spin), the calculation gives 270.2 kcal per mole.

XYZ file:
```
20
Properties=species:S:1:pos:R:3:lowdin_charge:R:1
H -1.25 0.05 -2.74 0.0797
Cl -0.04 -0.07 0.94 0.4810
H 2.64 1.35 -1.06 0.0781
O 2.99 1.38 -0.14 -0.0125
H 2.64 -1.63 0.62 0.0646
O 1.98 -2.19 0.28 -0.0585
H -0.82 -1.76 -1.30 -0.0063
H -2.59 1.26 0.12 0.0223
H 2.24 1.70 0.33 -0.0252
Hf -0.38 -2.40 1.45 2.2056
H -0.73 0.30 -1.44 -0.0015
H -0.41 1.87 1.72 -0.1287
H 0.60 2.83 2.11 0.0183
O -0.53 -2.51 -0.78 -0.0727
O -2.99 1.19 1.01 -0.0662
O -0.33 2.75 2.08 0.0167
H -0.36 -3.21 -1.40 0.1364
H -3.85 1.63 0.78 0.1059
H 2.27 -2.14 -0.62 0.1119
O -1.08 -0.38 -1.96 0.0510
```

***

# 7
Molecular formula: C21H32N7O2Ti
Method: DFT, ωB97M-V/def2-TZVPD

The HOMO energy is -0.6688 Ha. As for the total charge: +3. The HOMO-LUMO gap comes out at 0.27939 Eh. For the relative energy (zero: lowest compared OMol25 entry of this formula, charge and spin), the calculation gives 0.0 kcal per mole.

XYZ file:
```
63
Properties=species:S:1:pos:R:3:nbo_charge:R:1
C -2.56 0.73 0.03 -0.2513
H -1.82 2.77 1.62 0.2508
H -1.38 -2.03 -0.61 0.4296
C 2.42 0.02 -5.12 -0.2134
H 2.73 1.04 -5.35 0.2306
N 1.77 1.25 0.16 -0.7215
Ti 0.38 -0.09 -0.10 1.8525
H -1.91 0.64 2.77 0.2189
C -0.92 1.04 2.55 -0.2457
H 4.44 -0.64 -5.23 0.2732
N -0.04 -0.09 2.12 -0.6511
H -1.77 -0.51 -2.10 0.2025
C -1.00 2.07 1.44 -0.2363
C 3.90 2.09 0.68 -0.1271
C 5.07 0.03 1.26 -0.1333
H 5.09 -1.05 1.39 0.2527
H -0.56 1.49 3.47 0.2615
N -1.27 -1.43 0.20 -0.6708
C -0.81 -2.30 1.32 -0.2433
C 2.53 2.50 0.24 0.6857
H 1.99 -0.41 -6.02 0.2467
C 0.07 0.65 -4.73 -0.2133
H 0.08 -2.83 0.98 0.2403
C -2.58 -0.74 0.47 -0.2535
H 0.30 1.62 -5.17 0.2475
H 7.11 0.33 1.84 0.2632
H -1.56 -3.06 1.56 0.2599
C 3.86 -0.37 -3.18 -0.2235
N 1.31 0.12 -4.14 -0.3369
H -2.89 0.83 -1.00 0.2355
C 6.16 2.19 1.35 -0.1045
C 1.43 -0.26 -2.89 0.6696
H 2.65 -1.30 -1.69 0.4217
C 5.00 2.86 0.93 -0.1299
O 2.04 -0.93 0.53 -0.6630
C -0.50 -1.44 2.55 -0.2497
H -0.96 1.66 -3.12 0.2087
H -2.01 0.76 -4.22 0.2712
O 2.04 3.56 0.03 -0.4323
N 2.64 -0.55 -2.37 -0.5735
H -0.08 2.65 1.36 0.2441
H 4.15 0.68 -3.14 0.2181
H -3.28 1.29 0.63 0.2544
N -1.20 1.35 0.15 -0.6543
C -0.93 -0.47 -2.80 -0.2257
C 3.57 -0.80 -4.60 -0.4379
C -1.05 0.74 -3.71 -0.4278
H -0.21 -0.02 -5.54 0.2347
C 2.60 0.25 0.52 0.6682
H 0.87 0.06 2.56 0.4207
H 7.05 2.76 1.56 0.2628
H -2.79 -0.83 1.54 0.2294
H -3.38 -1.28 -0.04 0.2624
C 6.19 0.81 1.51 -0.1669
H 4.99 3.94 0.81 0.2677
H -1.38 -1.33 3.19 0.2344
H 3.34 -1.87 -4.63 0.2316
N 0.34 -0.37 -2.04 -0.7070
H 4.65 -0.96 -2.71 0.2448
C 3.93 0.70 0.84 -0.1322
H -1.13 2.05 -0.59 0.4357
H -0.94 -1.40 -3.37 0.2331
H 0.26 -1.93 3.15 0.2612
```

***

# 8
Molecular formula: C12H22N6O5S2
Method: DFT, ωB97M-V/def2-TZVPD

The HOMO energy is -0.3419 Ha. As for the total charge: 0. The HOMO-LUMO gap comes out at 0.32884 Eh.

XYZ file:
```
47
Properties=species:S:1:pos:R:3:nbo_charge:R:1
H -1.72 0.80 -0.25 0.1874
H 0.58 0.79 0.74 0.2002
O 0.29 -0.75 -3.53 -0.5889
C 0.34 -0.42 -4.70 0.6882
H 0.92 1.00 -6.07 0.4296
H 0.02 0.08 3.49 0.3995
N 0.88 0.79 -5.08 -0.6196
H 0.97 -0.42 -0.50 0.2182
N -0.35 -0.80 3.16 -0.6243
N 1.94 2.81 -4.77 -0.2918
C -2.60 -1.64 2.37 0.6789
H -1.15 -0.95 -6.17 0.2403
H -4.31 -2.38 5.16 0.2021
C 1.40 1.75 -4.23 0.2022
H 2.15 -1.21 4.18 0.2269
O -3.17 -2.26 1.48 -0.6297
H 4.54 4.79 -0.24 0.4069
C 1.31 -1.73 4.64 -0.7084
H -0.67 -1.99 0.47 0.2285
N 2.41 3.71 -3.85 -0.1906
S 2.65 4.15 -1.07 2.2174
O 2.19 5.54 -0.99 -0.9150
H -3.84 -3.61 3.96 0.2097
N 4.31 4.32 -1.11 -1.0315
O 2.34 3.38 0.14 -0.9083
H -2.66 -0.71 -0.38 0.2345
C -4.11 -2.56 4.10 -0.4095
H 0.50 -1.52 -6.55 0.2283
C -0.77 -0.92 0.68 -0.2199
C -1.38 -0.73 2.09 -0.1239
C 0.22 -1.91 3.62 0.6674
C -0.23 -1.36 -5.75 -0.7091
H -1.77 0.28 2.12 0.2159
S 1.43 1.77 -2.48 0.5159
H -0.46 -2.33 -5.30 0.2583
O -0.10 -3.04 3.27 -0.6204
H -5.00 -2.35 3.52 0.2117
H -2.46 -1.24 4.33 0.3926
H 1.34 -0.76 1.18 0.2052
N -3.00 -1.72 3.64 -0.6043
H 4.50 4.93 -1.90 0.3949
C -1.66 -0.28 -0.40 -0.6166
C 0.62 -0.28 0.52 -0.6071
C 2.21 3.31 -2.61 -0.3277
H -1.23 -0.48 -1.39 0.2224
H 0.93 -1.16 5.49 0.2181
H 1.64 -2.71 4.99 0.2455
```

***

# 9
Molecular formula: C2H2ClNO3
Method: DFT, ωB97M-V/def2-TZVPD

The HOMO energy (alpha / beta) is -0.0891 / -0.0891 Ha. As for the total charge: -2. The HOMO-LUMO gap (alpha / beta) comes out at 0.26631 / 0.26635 Eh. For the relative energy (zero: lowest compared OMol25 entry of this formula, charge and spin), the calculation gives 53.7 kcal per mole.

XYZ file:
```
9
Properties=species:S:1:pos:R:3:nbo_charge:R:1
H 0.57 0.32 -0.07 0.1766
O -1.32 2.51 1.43 -0.7719
C -0.63 1.48 1.40 0.6995
O -0.59 0.53 2.19 -0.7638
O 2.81 1.36 1.12 -0.2981
Cl -3.17 -11.71 -6.29 -1.0000
N 2.03 2.18 0.73 0.1610
H 0.02 1.98 -0.67 0.1741
C 0.27 1.33 0.16 -0.3774
```

***

# 10
Molecular formula: C3H6N2O2
Method: DFT, ωB97M-V/def2-TZVPD

The HOMO energy (alpha / beta) is -0.2551 / -0.3657 Ha. As for the total charge: 0. As for the expectation value of S²: 2.01. The HOMO-LUMO gap (alpha / beta) comes out at 0.27896 / 0.30471 Eh. For the relative energy (zero: lowest compared OMol25 entry of this formula, charge and spin), the calculation gives 48.2 kcal per mole. As for the spin multiplicity: 3.

XYZ file:
```
13
Properties=species:S:1:pos:R:3:nbo_charge:R:1
H 0.68 1.62 -2.14 0.4404
O 0.93 -0.42 -2.47 -0.5084
C 0.13 0.53 -0.59 0.3114
C -0.32 0.25 0.93 -0.0874
H -0.56 1.18 1.43 0.1753
N 0.18 1.70 -1.26 -0.7173
C -0.53 -1.02 1.61 -0.6897
H 0.22 2.57 -0.76 0.4064
H 0.42 -1.53 1.80 0.2488
H -1.03 -0.83 2.56 0.2173
O 0.46 -1.72 -0.80 -0.4485
H -1.11 -1.71 1.00 0.2552
N 0.52 -0.61 -1.32 0.3965
```